Entry 1:
ORCA calculation (wB97M-V/def2-TZVPD) on a 2-piece molecular cluster, C10H16 overall.

```
26
Properties=species:S:1:pos:R:3:nbo_charge:R:1
C -2.902 -2.032 0.574 -0.59
C -1.480 -2.031 0.025 -0.43
C -0.851 -0.669 0.105 -0.01
C -1.143 0.382 -0.739 -0.21
C -0.811 1.731 -0.446 -0.21
C -0.028 1.962 0.644 -0.23
C 0.318 0.944 1.515 -0.21
C -0.102 -0.342 1.274 -0.21
H -2.939 -1.609 1.576 0.20
H -3.264 -3.062 0.653 0.21
H -3.567 -1.487 -0.088 0.21
H -0.875 -2.822 0.458 0.21
H -1.588 -2.369 -1.016 0.21
H -1.759 0.217 -1.618 0.20
H -1.125 2.404 -1.230 0.22
H 0.374 2.972 0.693 0.22
H 0.833 1.113 2.453 0.22
H 0.040 -1.126 2.008 0.21
C 3.257 -0.375 -1.445 -0.61
C 2.922 1.037 -0.955 -0.62
H 2.757 -0.494 -2.399 0.21
H 4.321 -0.571 -1.354 0.20
H 2.724 -1.109 -0.830 0.20
H 3.421 1.344 -0.036 0.20
H 1.846 1.023 -0.738 0.21
H 2.957 1.901 -1.623 0.20
```

Properties
Charge ... 0
SMILES ... CCc1ccccc1.CC
Relative energy (zero: lowest compared OMol25 entry of this formula, charge and spin) ... 17.3 kcal per mole
Gap between HOMO and LUMO ... 10.0487 eV
E ... -390.6083 a.u.
LUMO level ... 0.0359 Ha



Entry 2:
ORCA calculation (wB97M-V/def2-TZVPD) on a 2-piece molecular cluster, C10H16 overall.

```
26
Properties=species:S:1:pos:R:3:lowdin_spin:R:1
C -1.683 -1.596 -0.910 0.04
C -1.737 -2.989 -0.258 0.05
C -0.338 -1.128 -0.375 0.25
C 0.900 -1.668 -0.701 0.11
C -0.313 -0.143 0.579 0.10
C 2.083 -1.097 -0.343 0.04
C 0.842 0.258 1.209 0.08
C 2.025 -0.318 0.819 0.28
H -1.241 -1.663 -2.061 0.02
H -2.528 -0.932 -0.946 0.00
H -1.847 -3.648 -1.080 0.00
H 0.895 -2.512 -1.431 0.00
H -1.268 0.387 0.877 0.00
H 3.130 -1.469 -0.643 0.00
H 0.921 0.712 2.227 0.00
H 3.008 -0.214 1.365 0.01
H -2.620 -3.085 0.273 0.01
H -1.083 -3.279 0.523 0.00
C -0.820 3.414 0.640 0.00
C -0.045 4.049 -0.557 0.00
H -0.981 4.342 1.293 0.00
H -1.813 3.040 0.332 0.00
H -0.166 2.843 1.308 0.00
H -0.867 4.750 -1.102 0.00
H 0.184 3.441 -1.384 0.00
H 0.784 4.598 -0.168 0.00
```

Properties
Multiplicity ... 2
Charge ... +1
Expectation value of S² ... 0.765
Relative energy (zero: lowest compared OMol25 entry of this formula, charge and spin) ... 58.1 kcal per mole
Gap between HOMO and LUMO (spin up / spin down) ... 10.1031 / 5.7415 eV
E ... -390.2173 a.u.
LUMO level (spin up / spin down) ... -0.1387 / -0.2989 Ha



Entry 3:
ORCA calculation (wB97M-V/def2-TZVPD) on C10H16BBrF4N4O2Re as an isolated structure.

```
39
Properties=species:S:1:pos:R:3:lowdin_spin:R:1
Re -0.405 -0.553 0.292 0.84
N 0.108 -1.169 2.292 0.01
C 1.061 -0.209 2.917 0.00
C 0.672 1.200 2.510 0.00
N 0.446 1.306 1.024 0.00
C 1.629 1.734 0.223 0.00
C 2.565 0.559 0.074 0.00
N 1.741 -0.640 -0.247 0.00
H 0.488 -2.115 2.334 0.00
H -0.759 -1.192 2.832 0.00
H 1.046 -0.295 4.003 0.00
H 2.063 -0.473 2.587 0.00
H -0.271 1.471 2.986 0.00
H 1.427 1.922 2.822 0.00
H -0.251 2.037 0.900 0.00
H 1.252 2.049 -0.750 0.00
H 2.119 2.585 0.696 0.00
H 3.298 0.744 -0.710 0.00
H 3.119 0.373 0.991 0.00
H 1.764 -0.810 -1.252 0.00
H 2.161 -1.469 0.170 0.00
Br 0.511 -0.520 -3.347 0.00
C -1.071 0.307 -2.764 0.01
C -1.897 0.857 -3.737 0.00
C -3.083 1.451 -3.359 0.00
C -3.423 1.470 -2.009 0.00
C -2.555 0.897 -1.115 0.00
N -1.373 0.323 -1.463 0.01
C -2.895 0.857 0.342 0.01
O -3.822 1.385 0.848 0.00
O -1.984 0.115 1.075 0.02
H -1.597 0.805 -4.774 0.00
H -3.738 1.886 -4.102 0.00
H -4.341 1.908 -1.643 0.00
F 2.097 -3.616 -1.150 0.00
B 1.585 -4.163 -0.065 0.00
F -0.370 -2.256 -0.441 0.09
F 0.989 -5.313 -0.060 0.00
F 1.695 -3.447 1.068 0.00
```

Properties
Multiplicity ... 2
Charge ... +2
Expectation value of S² ... 0.754
Relative energy (zero: lowest compared OMol25 entry of this formula, charge and spin) ... 0.0 kcal per mole
Gap between HOMO and LUMO (spin up / spin down) ... 8.1899 / 8.0876 eV
E ... -3836.4950 a.u.
LUMO level (spin up / spin down) ... -0.3022 / -0.2944 Ha



Entry 4:
ORCA calculation (wB97M-V/def2-TZVPD) on C10H16Cl2N2Pb as an isolated structure.

```
31
Properties=species:S:1:pos:R:3:mulliken_charge:R:1
Pb -0.586 -2.819 -0.361 1.10
Cl -1.030 -1.654 1.895 -0.54
Cl 1.936 -2.559 -0.611 -0.45
C -0.215 -4.707 0.322 -0.90
H 0.669 -5.270 -0.044 0.30
H -0.637 -5.088 1.276 0.30
C -0.255 0.708 -1.322 -0.24
C -1.241 -0.127 -1.425 -0.65
H 0.778 0.417 -1.547 0.30
C -2.598 0.148 -0.817 -0.54
H -1.161 -1.017 -2.067 0.82
C -2.904 1.656 -0.795 -0.85
H -3.377 -0.397 -1.365 0.34
H -2.627 -0.217 0.223 0.26
C -1.745 2.461 -0.205 -0.72
H -3.090 1.973 -1.829 0.32
H -3.829 1.843 -0.235 0.37
C -0.404 2.137 -0.893 -0.32
H -1.953 3.527 -0.318 0.32
H -1.669 2.262 0.870 0.30
H -0.303 2.781 -1.781 0.33
H 0.445 2.375 -0.238 0.28
N 1.679 0.050 1.458 0.10
C 2.803 -0.267 2.155 -0.25
C 3.877 0.156 1.371 -0.58
C 3.291 0.720 0.218 -0.51
N 1.950 0.673 0.295 -0.28
H 0.718 -0.259 1.682 0.16
H 2.764 -0.737 3.126 0.43
H 4.924 0.080 1.597 0.38
H 3.791 1.150 -0.635 0.43
```

Properties
Charge ... 0
Relative energy (zero: lowest compared OMol25 entry of this formula, charge and spin) ... 11.9 kcal per mole
Gap between HOMO and LUMO (spin up / spin down) ... 7.2068 / 5.6619 eV
E ... -1613.2486 a.u.
LUMO level (spin up / spin down) ... -0.0557 / -0.1195 Ha



Entry 5:
ORCA calculation (wB97M-V/def2-TZVPD) on C10H16Cl3NO3Pd as an isolated structure.

```
34
Properties=species:S:1:pos:R:3:lowdin_spin:R:1
C -0.531 0.876 -2.305 0.28
C -1.364 -0.248 -2.144 0.03
C -0.577 -1.368 -1.841 0.27
C -2.823 -0.250 -2.323 -0.01
C 0.804 -0.949 -1.822 0.14
C 0.834 0.462 -2.143 0.13
C 2.054 1.245 -2.415 0.02
C -0.946 2.225 -2.727 0.05
C -1.050 -2.740 -1.614 0.04
C 1.983 -1.844 -1.893 0.02
Pd 1.328 0.160 0.105 1.31
Cl -2.697 0.596 0.951 0.06
Cl -0.257 2.453 0.535 0.78
Cl 0.756 -1.925 0.945 0.15
H -3.243 0.684 -1.955 0.00
H -3.269 -1.023 -1.706 0.00
H -3.137 -0.408 -3.361 0.00
H -2.077 -2.707 -1.260 0.00
H -0.449 -3.196 -0.823 0.01
H -1.044 -3.360 -2.520 0.02
H 1.881 -2.648 -1.149 0.00
H 2.890 -1.264 -1.664 0.00
H 2.057 -2.320 -2.882 0.01
H 2.927 0.678 -2.063 0.00
H 2.017 2.180 -1.841 0.01
H 2.123 1.501 -3.473 0.00
H -1.956 2.434 -2.347 0.01
H -1.018 2.285 -3.836 0.02
H -0.271 3.006 -2.329 0.00
O 1.508 2.218 0.081 0.49
H 2.042 2.359 0.897 0.01
O 1.505 0.923 4.174 0.01
N 0.956 0.643 3.132 0.00
O 1.771 0.543 2.074 0.14
```

Properties
Multiplicity ... 5
Charge ... -2
Expectation value of S² ... 6.027
Relative energy (zero: lowest compared OMol25 entry of this formula, charge and spin) ... 16.2 kcal per mole
Gap between HOMO and LUMO (spin up / spin down) ... 5.2186 / 4.9970 eV
E ... -2179.3485 a.u.
LUMO level (spin up / spin down) ... 0.1955 / 0.1558 Ha



Entry 6:
ORCA calculation (wB97M-V/def2-TZVPD) on C10H16ClRhTeTi as an isolated structure.

```
30
Properties=species:S:1:pos:R:3:lowdin_spin:R:1
Rh 0.873 0.390 -4.741 2.11
Cl 0.875 1.935 -3.020 0.23
C -0.878 0.216 -5.698 0.23
C 2.630 -0.537 -5.011 0.23
H -0.714 -0.545 -6.463 0.05
H -1.608 -0.085 -4.956 0.03
H -1.107 1.190 -6.118 0.03
H 2.467 -1.228 -5.839 0.05
H 2.859 -1.043 -4.081 0.03
H 3.361 0.231 -5.243 0.03
Ti 0.068 0.102 -0.003 1.89
C -1.549 1.282 -0.660 0.01
C -0.493 -1.771 0.537 0.76
H -2.032 0.816 -1.528 0.00
H -2.273 1.407 0.128 0.01
H -1.162 2.267 -0.976 0.00
H 0.248 -2.479 0.877 0.07
H -1.513 -2.102 0.522 0.07
Te 1.502 1.332 1.760 0.09
C 0.648 0.480 3.478 0.05
C -0.638 0.889 3.919 0.01
C -1.196 0.286 5.023 0.00
C -0.535 -0.715 5.722 0.00
C 0.723 -1.123 5.289 0.00
C 1.333 -0.562 4.191 0.01
H -1.144 1.682 3.360 0.00
H -2.205 0.621 5.366 0.00
H -0.999 -1.181 6.610 0.00
H 1.262 -1.926 5.847 0.00
H 2.315 -0.863 3.840 0.00
```

Properties
Multiplicity ... 7
Charge ... -2
Expectation value of S² ... 12.013
Gap between HOMO and LUMO (spin up / spin down) ... 4.2111 / 6.3406 eV
E ... -2078.5961 a.u.
LUMO level (spin up / spin down) ... 0.1728 / 0.1710 Ha



Entry 7:
ORCA calculation (wB97M-V/def2-TZVPD) on C10H16FN3O2RhSi as an isolated structure.

```
34
Properties=species:S:1:pos:R:3:lowdin_spin:R:1
Rh 1.100 -1.081 0.770 2.48
C 0.406 1.592 -2.799 0.01
Si 0.666 1.671 -0.938 0.05
C 0.115 3.243 -0.064 0.01
C 2.484 1.359 -0.555 0.02
N -0.205 0.284 -0.193 0.45
C -1.519 0.085 -0.214 0.07
C -2.454 0.961 -0.842 0.13
C -3.798 0.693 -0.823 0.00
C -4.287 -0.452 -0.185 0.19
C -3.413 -1.341 0.445 -0.01
C -2.081 -1.059 0.417 0.13
F -1.202 -1.899 1.018 0.08
H 1.050 2.334 -3.275 0.00
H -0.620 1.784 -3.112 0.00
H 0.698 0.608 -3.172 0.00
H 0.743 4.070 -0.399 0.00
H 0.251 3.135 1.014 0.00
H -0.925 3.511 -0.249 0.00
H 3.087 2.165 -0.978 0.00
H 2.855 0.432 -1.001 0.00
H 2.693 1.349 0.517 0.00
H -2.082 1.848 -1.338 0.00
H -4.487 1.372 -1.307 0.00
H -5.349 -0.653 -0.176 0.01
H -3.777 -2.229 0.943 0.00
N 1.301 -3.137 2.033 0.11
N 2.663 -3.307 2.280 0.01
C 3.588 -2.374 1.816 0.02
O 4.764 -2.512 2.025 0.02
O 3.039 -1.381 1.158 0.21
H 0.778 -3.058 2.898 0.00
H 0.929 -3.908 1.489 0.00
H 2.991 -4.104 2.797 0.00
```

Properties
Multiplicity ... 5
Charge ... +1
Expectation value of S² ... 6.045
Gap between HOMO and LUMO (spin up / spin down) ... 9.7707 / 6.7511 eV
E ... -1205.0290 a.u.
LUMO level (spin up / spin down) ... -0.1026 / -0.2228 Ha



Entry 8:
ORCA calculation (wB97M-V/def2-TZVPD) on C10H16N2NdPSe as an isolated structure.

```
31
Properties=species:S:1:pos:R:3:lowdin_spin:R:1
C 0.839 0.590 -3.332 -0.02
C 0.969 -0.148 -4.510 -0.01
C 0.284 -1.346 -4.790 -0.01
C -0.652 -1.924 -3.905 -0.02
C -0.918 -1.351 -2.669 -0.09
Nd 0.050 -0.009 -1.649 3.02
P 0.553 2.052 -0.593 0.08
H 1.482 1.488 -3.269 0.00
H 1.628 0.248 -5.297 0.00
H 0.441 -1.817 -5.769 0.00
H -1.794 -1.733 -2.100 0.00
H -1.241 -2.779 -4.267 0.00
H -0.550 2.798 -0.083 0.04
H 1.101 3.093 -1.399 0.00
H 1.400 2.297 0.536 0.00
C -1.949 1.707 2.150 0.00
N -0.884 0.808 2.584 0.00
C -0.094 1.013 3.658 0.00
C 0.757 -0.063 3.786 0.00
N 0.497 -0.934 2.793 0.00
C 1.160 -2.227 2.617 0.00
C -0.497 -0.379 2.059 0.00
Se -1.255 -1.185 0.700 0.00
H -2.447 1.333 1.232 0.00
H -1.531 2.715 1.952 0.00
H -2.708 1.797 2.955 0.00
H -0.147 1.872 4.313 0.00
H 1.498 -0.212 4.562 0.00
H 2.250 -2.075 2.482 0.00
H 0.989 -2.856 3.517 0.00
H 0.768 -2.775 1.736 0.00
```

Properties
Multiplicity ... 4
Charge ... 0
Expectation value of S² ... 3.818
Gap between HOMO and LUMO (spin up / spin down) ... 5.2964 / 5.5714 eV
E ... -3803.9071 a.u.
LUMO level (spin up / spin down) ... 0.0007 / 0.0001 Ha